(1)
C11H17N | ωB97M-V/def2-TZVPD

Output
HOMO: -8.55 eV
orbital gap: 9.44 eV

```
29
Properties=species:S:1:pos:R:3:forces:R:3
C -1.445 2.612 1.538 0.126 -0.178 -0.006
C -0.160 3.060 0.901 -0.019 -0.146 -0.060
C 1.127 2.353 1.098 -0.015 0.459 0.243
C 2.119 2.326 0.006 0.982 -0.217 -0.318
C 2.950 3.329 -0.278 -0.018 0.068 -0.037
C -0.187 -0.132 0.043 -0.320 0.249 0.471
C -0.813 -1.461 -0.206 -0.549 -0.737 -1.102
C -0.312 -2.347 -1.090 -0.227 0.185 0.512
C -0.895 -3.607 -1.419 -0.542 -0.432 0.090
C -1.375 -4.698 -1.620 0.627 0.651 0.635
C -1.756 -6.096 -1.492 -0.137 0.011 -0.435
H -2.056 2.033 0.841 0.042 0.070 0.070
H -1.259 1.995 2.424 0.019 0.053 -0.082
H -2.016 3.478 1.850 -0.236 0.212 0.079
H -0.263 3.528 -0.077 0.001 0.125 0.190
H 0.608 3.505 2.707 0.212 -0.007 0.008
H 1.150 1.508 1.767 -0.137 -0.268 0.018
H 2.195 1.373 -0.539 -0.026 0.530 0.152
H 2.904 4.264 0.280 -0.075 -0.267 -0.047
H 3.713 3.278 -1.061 -0.407 -0.173 0.194
H -0.402 0.623 -0.740 -0.019 -0.466 0.290
H -0.597 0.256 0.984 0.343 0.013 -0.290
H 0.895 -0.211 0.134 -0.026 -0.046 -0.009
H -1.795 -1.668 0.269 0.771 0.068 -0.370
H 0.647 -2.181 -1.566 0.080 0.356 -0.009
H -2.628 -6.333 -2.102 -0.045 -0.105 0.161
H -0.935 -6.728 -1.819 0.080 -0.150 -0.076
H -1.945 -6.312 -0.442 -0.189 -0.089 -0.016
N 0.894 3.651 1.743 -0.298 0.231 -0.255
```
Positions in Å, forces in eV/Å.

(2)
C11H17N2O2 | ωB97M-V/def2-TZVPD

Output
HOMO: -11.88 eV
orbital gap: 7.89 eV
total charge: +1

```
32
Properties=species:S:1:pos:R:3:forces:R:3
C 3.548 -1.770 0.409 1.442 -0.415 -1.205
C 2.834 -1.129 1.428 1.712 -2.307 0.529
C 3.553 -1.230 -0.869 -0.189 0.101 -1.737
C 2.044 -0.049 1.124 1.200 -1.492 -0.372
C 2.724 -0.169 -1.211 -0.119 -0.607 2.585
C 1.950 0.390 -0.205 -0.589 0.140 1.196
C -2.301 1.228 0.616 2.829 0.256 0.220
C -0.762 0.765 0.760 -0.911 -1.637 -3.159
C 1.208 1.645 -0.304 -0.364 0.608 -0.438
C -3.762 -0.582 -0.049 2.402 -1.993 1.239
C -2.690 -1.600 -0.497 -0.406 -1.270 -2.745
N 1.838 2.621 -0.971 -1.852 0.441 1.283
N -3.148 0.153 1.052 -0.217 0.376 -0.933
O 0.059 1.859 0.304 2.306 1.278 -1.118
O -1.729 -1.096 -1.468 0.681 -0.518 1.607
H 4.268 -2.635 0.439 -1.120 0.864 1.047
H 3.038 -1.567 2.455 -0.818 1.068 -1.163
H 4.166 -1.621 -1.712 -0.410 -0.029 1.065
H 1.688 0.365 2.013 -1.344 1.392 0.671
H 2.653 0.224 -2.159 0.057 0.565 -2.168
H -2.271 2.243 1.187 -0.818 -1.713 -1.189
H -2.274 1.277 -0.485 -1.211 0.932 0.308
H -0.689 0.691 1.765 1.106 -0.705 3.177
H -0.384 -0.160 0.125 -1.572 1.671 1.646
H -4.548 -1.180 0.399 -0.613 0.228 -0.485
H -3.998 0.058 -0.866 -0.944 0.475 -0.700
H -2.198 -1.995 0.339 1.027 0.024 1.422
H -2.966 -2.529 -1.032 -1.246 0.439 0.430
H 2.453 2.395 -1.710 1.062 -0.472 -0.248
H 1.650 3.611 -0.856 -0.622 -0.238 -0.113
H -3.780 0.159 1.822 0.153 1.118 0.597
H -2.174 -0.374 -1.847 -0.613 1.420 -1.248
```
Positions in Å, forces in eV/Å.

(3)
C11H17N2RbSSiTe4 | ωB97M-V/def2-TZVPD

Output
HOMO: -0.32 eV
orbital gap: 3.70 eV
total charge: -2

```
37
Properties=species:S:1:pos:R:3:forces:R:3
Rb -1.901 -1.526 1.814 0.016 -0.065 -0.045
Te -2.190 -1.762 7.818 0.121 0.166 0.447
Te -2.377 -2.054 5.170 0.362 0.113 0.169
Te -4.771 -3.272 5.142 -0.427 -0.150 0.026
Te -4.615 -4.287 2.647 0.009 -0.004 -0.413
C 4.241 0.724 -0.639 -0.417 -0.472 -0.261
Si 3.528 -0.826 -1.520 1.341 -0.081 0.395
C 4.264 -2.383 -0.664 -0.400 0.492 -0.252
C 4.407 -0.814 -3.235 -0.451 0.026 0.430
C 1.689 -0.823 -1.827 -0.585 -0.001 -1.025
C 1.062 -0.768 -3.077 0.755 -0.015 0.867
C -0.324 -0.786 -3.152 -0.525 0.046 -0.322
C -1.048 -0.864 -1.977 0.333 0.004 0.347
N -0.493 -0.929 -0.759 -0.976 0.071 -0.900
C 0.842 -0.902 -0.686 0.647 -0.007 0.318
S 1.592 -0.966 0.838 0.008 0.000 0.824
H 5.320 0.794 -0.753 0.197 -0.110 -0.155
H 4.011 0.694 0.420 -0.093 -0.039 0.144
H 3.804 1.632 -1.045 -0.101 0.196 -0.105
H 5.341 -2.456 -0.809 0.161 0.112 -0.178
H 3.812 -3.289 -1.060 -0.093 -0.163 -0.078
H 4.062 -2.355 0.401 -0.065 0.018 0.085
H 5.487 -0.818 -3.110 0.181 0.000 0.124
H 4.148 0.068 -3.812 -0.076 0.234 -0.165
H 4.143 -1.686 -3.826 -0.084 -0.223 -0.147
H 1.661 -0.707 -3.979 0.008 -0.012 -0.069
H -0.840 -0.737 -4.105 0.039 -0.011 0.059
H -2.136 -0.869 -1.999 0.027 -0.044 -0.043
C -4.564 4.589 1.900 -0.087 -0.099 0.010
C -5.220 3.201 1.967 0.038 1.060 0.036
C -4.245 2.138 2.173 0.185 -3.647 0.021
N -3.787 1.062 2.269 -0.425 2.868 -0.250
H -5.323 5.362 1.768 0.059 -0.045 0.004
H -3.866 4.636 1.065 0.005 0.050 -0.006
H -4.010 4.793 2.815 -0.019 0.033 -0.009
H -5.766 3.011 1.031 0.179 -0.160 0.302
H -5.939 3.175 2.795 0.153 -0.144 -0.187
```
Positions in Å, forces in eV/Å.

(4)
C11H17N3O | ωB97M-V/def2-TZVPD

Output
HOMO: -8.82 eV
orbital gap: 9.27 eV

```
32
Properties=species:S:1:pos:R:3:forces:R:3
C 3.451 -0.903 -0.301 -3.961 1.585 1.011
C 3.427 0.489 -0.464 0.941 -1.111 0.078
C 1.207 -0.833 0.070 1.266 1.641 -0.310
C 1.217 0.578 -0.059 0.650 -1.150 -0.315
C -0.074 -1.464 0.213 -3.639 1.144 0.023
C -0.161 1.176 0.147 0.810 0.635 -0.269
C -0.251 -2.160 1.552 -2.306 2.521 0.809
C -0.551 -2.241 -1.035 0.977 -1.387 -0.090
C -0.383 2.232 -0.971 -1.438 -2.655 0.595
C -0.088 1.801 1.546 0.275 -3.155 0.824
C -3.133 0.635 -0.669 -1.298 2.962 2.455
N 2.298 -1.560 0.060 1.699 0.392 -0.995
N 2.361 1.243 -0.272 -2.016 -0.249 0.010
N -1.132 0.066 0.237 1.192 -2.870 0.377
O -1.987 -0.035 -0.897 2.160 -1.206 -0.417
H 4.259 -1.518 -0.394 2.331 -1.175 -0.292
H 4.313 1.032 -0.742 0.421 -0.008 -0.036
H -1.285 -2.498 1.644 0.044 -0.170 -0.134
H -0.109 -1.514 2.464 0.085 -0.169 -1.160
H 0.380 -2.958 1.679 1.655 -2.034 -0.104
H -1.379 -1.715 -1.473 -0.322 -0.022 -0.092
H -0.892 -3.333 -0.879 0.808 1.714 0.127
H 0.262 -2.205 -1.806 -0.613 -0.340 0.665
H -1.050 2.986 -0.691 -0.868 1.341 0.752
H -0.903 1.706 -1.778 0.707 0.218 -0.366
H 0.565 2.607 -1.177 1.426 0.824 -0.859
H -1.087 1.833 1.968 0.055 0.300 0.204
H 0.393 2.697 1.444 0.942 2.638 0.052
H 0.622 1.166 2.204 -1.430 0.832 -0.740
H -2.835 1.594 -0.156 -0.577 -0.030 -1.132
H -3.807 0.302 0.145 0.145 -1.068 -0.587
H -3.650 0.793 -1.607 -0.121 0.052 -0.085
```
Positions in Å, forces in eV/Å.

(5)
C11H17N4 | ωB97M-V/def2-TZVPD

Output
HOMO: -11.20 eV
orbital gap: 8.50 eV
total charge: +1

```
32
Properties=species:S:1:pos:R:3:forces:R:3
C 0.911 -1.805 0.742 -0.685 -0.668 -0.108
C 1.947 0.001 2.019 1.063 0.057 0.714
N 1.039 -0.939 1.905 0.043 0.158 -0.564
N 2.663 0.444 0.965 -0.485 0.248 -0.212
N 2.274 0.460 3.235 0.257 0.190 0.358
H 0.377 -1.056 2.657 0.088 -0.053 0.031
H 2.126 0.780 0.168 0.045 -0.597 -0.339
H 3.489 0.991 1.142 -0.017 -0.010 0.209
H 2.133 -0.070 4.082 -0.266 -0.197 -0.196
H 3.013 1.139 3.317 -0.175 0.176 -0.118
H -0.065 -1.684 0.288 -0.106 0.206 -0.138
H 0.958 -2.839 1.079 0.204 -0.027 0.041
H 1.669 -1.645 -0.019 0.111 0.262 0.271
C -1.709 -1.537 -3.079 -0.630 0.945 -0.373
C -0.282 0.926 -0.661 -0.226 0.415 -0.083
C -1.330 0.083 -1.050 -0.156 0.039 -0.452
C -0.903 -0.567 -2.279 0.323 -0.858 0.621
C 0.341 -0.116 -2.537 -0.548 0.270 -0.683
C -0.359 1.751 0.443 -0.686 0.690 -0.137
C -1.594 1.834 1.089 0.697 -0.612 0.308
C -2.553 0.146 -0.389 0.371 0.275 0.887
C -2.656 1.026 0.689 -0.385 0.136 -0.366
N 0.765 0.838 -1.587 0.291 -0.262 -0.101
H 1.063 1.721 -1.997 0.165 -0.172 0.244
H 0.430 2.461 0.663 0.099 -0.073 0.196
H 0.874 -0.294 -3.458 0.389 0.023 0.180
H -1.686 2.439 1.982 -0.133 0.250 -0.189
H -3.401 -0.466 -0.644 -0.091 -0.106 -0.280
H -1.940 -2.510 -2.657 0.418 -0.069 0.317
H -1.292 -1.649 -4.081 -0.009 -0.159 0.101
H -3.620 1.180 1.160 0.068 -0.252 0.138
H -2.684 -1.044 -3.188 -0.037 -0.224 -0.278
```
Positions in Å, forces in eV/Å.

(6)
C11H17N4 | ωB97M-V/def2-TZVPD

Output
HOMO: -11.04 eV
orbital gap: 8.26 eV
total charge: +1

```
32
Properties=species:S:1:pos:R:3:forces:R:3
C 2.644 0.934 1.433 0.577 -0.261 0.460
C 2.024 0.783 0.092 1.161 0.451 0.915
C 2.059 1.713 -0.895 -1.645 -0.720 -1.726
C 1.477 -0.415 -0.432 -1.687 -0.903 -1.056
C 0.947 -0.086 -1.727 1.998 -1.204 1.261
C 1.270 -1.750 0.031 -0.252 1.877 0.707
C 0.296 -1.053 -2.490 -0.473 2.062 -1.004
C 0.580 -2.636 -0.738 -0.576 -1.240 -0.065
C 0.025 -2.286 -1.978 1.255 -1.390 -0.610
N 1.385 1.176 -2.016 -0.185 0.436 0.273
H 2.083 0.482 2.242 -0.357 -0.318 0.029
H 2.785 1.958 1.742 0.083 0.462 -0.198
H 2.324 2.745 -1.011 0.519 0.144 0.553
H 1.462 1.540 -2.950 -0.106 0.134 0.043
H 1.488 -1.990 1.056 0.601 -0.262 0.161
H -0.015 -0.661 -3.456 -0.181 -0.765 -0.260
H 0.468 -3.689 -0.441 0.045 0.655 0.164
H -0.243 -3.141 -2.620 -0.586 0.827 0.264
H 3.630 0.457 1.455 -0.067 0.043 0.004
C -2.684 -1.139 1.488 0.359 -0.161 0.859
C -1.869 1.115 0.804 1.469 -1.371 -0.149
N -2.250 0.252 1.734 -0.844 0.106 -0.843
N -1.425 0.650 -0.373 -0.923 0.266 -0.706
N -1.688 2.404 1.096 -0.552 0.465 0.266
H -2.377 0.607 2.669 0.047 -0.070 0.049
H -1.373 -0.331 -0.620 0.078 -0.153 0.696
H -1.618 1.162 -1.222 0.299 0.610 0.269
H -2.159 2.784 1.901 0.119 0.064 -0.025
H -0.871 2.894 0.769 -0.084 -0.068 -0.291
H -1.901 -1.755 1.950 -0.304 -0.240 -0.490
H -2.881 -1.442 0.442 0.336 0.641 0.565
H -3.592 -1.284 2.067 -0.124 -0.116 -0.115
```
Positions in Å, forces in eV/Å.